The following is a quantum chemistry calculation of a 3-piece molecular cluster, C17H44FN6O2P2S overall, from the OMol25 dataset.

Output
molar mass = 477.59 g/mol
2S+1 = 1
total charge = +1
calculated total energy = -63490.857 eV

Last column: Löwdin charge in e.
Positions of all 73 atoms, in Å:
C: 1.002 5.066 2.186  0.14
C: 0.612 6.280 2.399  -0.31
S: -0.319 7.871 2.455  1.07
C: -2.106 7.419 2.772  -0.29
C: -2.550 6.309 1.687  -0.36
C: -3.010 4.910 2.370  -0.04
F: -3.613 6.814 0.853  -0.06
H: 1.065 3.947 1.920  0.09
H: -0.305 8.407 1.175  0.05
H: -2.793 8.334 2.767  0.13
H: -2.147 6.896 3.791  0.11
H: -1.706 6.019 0.968  0.13
H: -2.731 4.025 1.690  0.10
H: -4.141 4.968 2.535  0.10
H: -2.502 4.758 3.394  0.09
O: 2.655 2.494 0.547  -0.35
P: 3.526 1.224 0.643  0.78
N: 4.736 1.824 -0.432  -0.31
C: 5.557 1.047 -1.355  -0.13
C: 5.594 2.843 0.182  -0.15
N: 2.348 0.284 -0.240  -0.34
C: 2.408 0.133 -1.688  -0.13
C: 0.950 0.593 0.093  -0.16
N: 4.510 -0.245 0.873  -0.28
C: 4.026 -1.605 0.624  -0.12
C: 5.015 -0.222 2.266  -0.14
H: 6.338 0.475 -0.841  0.08
H: 6.055 1.714 -2.064  0.09
H: 4.985 0.363 -1.969  0.05
H: 6.314 2.389 0.873  0.07
H: 4.999 3.569 0.743  0.07
H: 6.147 3.409 -0.573  0.08
H: 2.479 1.094 -2.207  0.09
H: 1.531 -0.400 -2.067  0.09
H: 3.239 -0.504 -1.994  0.05
H: 0.593 1.495 -0.431  0.08
H: 0.826 0.755 1.166  0.06
H: 0.291 -0.233 -0.183  0.08
H: 3.062 -1.804 1.098  0.09
H: 4.738 -2.344 1.009  0.09
H: 3.964 -1.816 -0.443  0.07
H: 4.202 -0.389 2.980  0.08
H: 5.467 0.749 2.496  0.07
H: 5.788 -0.978 2.427  0.08
O: -1.824 -2.346 -2.678  -0.31
P: -2.853 -3.300 -2.048  0.78
N: -3.305 -2.183 -0.808  -0.32
C: -3.733 -2.502 0.551  -0.14
C: -4.152 -1.093 -1.299  -0.15
N: -1.588 -4.359 -1.470  -0.35
C: -1.002 -4.210 -0.146  -0.14
C: -0.470 -4.537 -2.409  -0.16
N: -4.075 -4.432 -1.408  -0.29
C: -3.780 -5.799 -0.975  -0.12
C: -5.154 -4.531 -2.419  -0.15
H: -4.750 -2.908 0.585  0.08
H: -3.721 -1.599 1.168  0.08
H: -3.074 -3.196 1.057  0.05
H: -5.178 -1.439 -1.477  0.07
H: -3.764 -0.689 -2.238  0.07
H: -4.186 -0.260 -0.590  0.07
H: -0.655 -3.189 0.046  0.08
H: -0.158 -4.893 -0.008  0.08
H: -1.697 -4.508 0.640  0.05
H: 0.241 -3.696 -2.365  0.07
H: -0.828 -4.622 -3.437  0.07
H: 0.084 -5.451 -2.186  0.08
H: -3.197 -6.359 -1.709  0.09
H: -4.707 -6.356 -0.799  0.09
H: -3.270 -5.809 -0.012  0.07
H: -4.806 -5.064 -3.311  0.08
H: -5.481 -3.534 -2.733  0.07
H: -6.033 -5.043 -2.021  0.08

***

The following is a quantum chemistry calculation of C17H44InO8P2 as an isolated structure, from the OMol25 dataset.

Output
molar mass = 553.30 g/mol
2S+1 = 1
total charge = -1
calculated total energy = -58477.159 eV

Last column: Löwdin charge in e.
Positions of all 72 atoms, in Å:
C: 3.104 1.745 -7.356  -0.12
C: 2.841 0.397 -6.596  -0.27
C: 3.752 -0.736 -7.127  -0.22
C: 3.365 -2.168 -6.651  -0.23
C: 2.664 -2.235 -5.263  -0.34
C: 3.689 -2.165 -4.056  -0.32
In: 2.844 -0.682 -2.561  0.47
C: 4.533 0.312 -1.392  -0.44
C: 4.893 1.731 -1.960  -0.17
C: 4.312 0.285 0.154  -0.30
C: 3.388 1.401 0.702  -0.27
C: 1.978 1.434 0.043  -0.15
H: 3.481 1.581 -8.380  0.06
H: 3.820 2.377 -6.801  0.06
H: 2.182 2.350 -7.436  0.06
H: 1.765 0.190 -6.720  0.11
H: 3.041 0.554 -5.523  0.06
H: 3.647 -0.727 -8.234  0.09
H: 4.811 -0.481 -6.941  0.11
H: 4.315 -2.730 -6.539  0.09
H: 2.794 -2.737 -7.411  0.09
H: 2.215 -3.250 -5.198  0.09
H: 1.823 -1.533 -5.145  0.05
H: 3.676 -3.144 -3.541  0.01
H: 4.710 -1.920 -4.397  0.02
H: 1.911 -1.638 -1.333  -0.11
H: 1.776 0.498 -3.391  -0.08
H: 5.421 -0.330 -1.579  0.06
H: 5.989 1.772 -2.150  0.05
H: 4.428 1.894 -2.951  0.04
H: 4.665 2.571 -1.285  0.05
H: 5.299 0.419 0.660  0.09
H: 3.976 -0.727 0.448  0.08
H: 3.834 2.405 0.601  0.08
H: 3.222 1.191 1.780  0.09
H: 1.976 1.990 -0.910  0.06
H: 1.576 0.418 -0.112  0.02
H: 1.250 1.944 0.708  0.06
C: 0.043 -0.882 2.547  -0.08
O: -0.876 -1.106 3.629  -0.22
P: -0.708 -0.238 4.958  0.38
O: -0.216 1.137 4.752  -0.23
O: 0.192 -1.137 5.923  -0.21
C: 1.541 -1.393 5.535  -0.10
O: -2.142 -0.370 5.630  -0.22
C: -2.624 0.710 6.433  -0.09
H: -0.391 -1.298 1.640  0.10
H: 0.221 0.182 2.392  0.08
H: 0.989 -1.387 2.741  0.08
H: 1.967 -0.546 4.994  0.09
H: 1.578 -2.287 4.910  0.09
H: 2.134 -1.570 6.431  0.09
H: -3.452 1.192 5.916  0.08
H: -1.851 1.450 6.636  0.08
H: -2.985 0.309 7.379  0.09
C: -8.929 1.775 3.701  -0.11
O: -7.851 0.964 4.168  -0.21
P: -6.831 0.370 3.087  0.38
O: -6.603 1.231 1.911  -0.23
O: -7.391 -1.089 2.755  -0.21
C: -8.650 -1.192 2.096  -0.11
O: -5.564 0.050 3.980  -0.20
C: -4.258 0.133 3.388  -0.08
H: -9.314 2.343 4.547  0.09
H: -8.592 2.474 2.935  0.09
H: -9.734 1.155 3.305  0.08
H: -8.807 -0.359 1.407  0.09
H: -9.450 -1.214 2.839  0.08
H: -8.672 -2.122 1.531  0.09
H: -3.738 0.989 3.814  0.08
H: -4.300 0.245 2.306  0.09
H: -3.704 -0.771 3.626  0.08

***

The following is a quantum chemistry calculation of C17H44NO20Y as an isolated structure, from the OMol25 dataset.

Output
molar mass = 671.43 g/mol
2S+1 = 1
calculated total energy = -61831.072 eV

Last column: Löwdin charge in e.
Positions of all 83 atoms, in Å:
Y: -1.444 -3.187 1.936  1.91
O: -3.040 -5.063 -1.465  0.16
C: -2.531 -4.559 -0.343  -0.76
O: -1.478 -3.838 -0.383  -0.11
O: -3.021 -4.782 0.790  -0.06
H: -2.651 -4.514 -2.174  0.14
O: 2.640 -3.025 3.115  0.15
C: 1.370 -3.093 2.719  -0.75
O: 0.404 -2.792 3.502  -0.11
O: 1.050 -3.479 1.553  -0.07
H: 3.120 -3.468 2.389  0.14
O: 0.934 -0.522 -0.496  0.08
C: -0.195 -0.280 0.239  -0.65
O: -0.735 -1.283 0.765  -0.06
O: -0.575 0.923 0.298  -0.03
H: 1.312 0.399 -0.490  0.10
C: 1.681 4.914 -0.746  -0.05
C: 2.033 3.569 -0.122  -0.41
C: 2.537 2.602 -1.201  -0.20
O: 2.920 1.396 -0.576  -0.22
C: 3.681 0.560 -1.412  -0.09
N: 3.063 3.747 0.945  0.05
H: 0.742 4.796 -1.289  0.07
H: 2.439 5.195 -1.483  0.08
H: 1.593 5.662 0.034  0.08
H: 1.134 3.092 0.270  0.12
H: 3.345 3.025 -1.813  0.13
H: 1.695 2.393 -1.886  0.12
H: 3.839 -0.404 -0.931  0.09
H: 4.643 1.015 -1.663  0.10
H: 3.132 0.348 -2.341  0.08
H: 3.900 4.121 0.492  0.07
H: 3.342 2.795 1.193  0.06
C: 0.717 0.674 4.850  -0.18
C: 0.769 0.725 3.345  -0.23
O: -0.228 1.601 2.839  -0.06
O: -0.303 -0.258 5.250  -0.07
H: 0.561 1.679 5.258  0.13
H: 1.650 0.309 5.285  0.13
H: 0.702 -0.299 2.953  0.11
H: 1.764 1.100 3.056  0.13
H: -0.518 1.244 1.981  0.02
H: -0.132 -0.493 6.165  0.11
C: 2.583 -2.935 -2.387  -0.24
C: 1.477 -3.886 -2.741  -0.25
O: 0.203 -3.327 -2.551  -0.08
O: 2.656 -2.709 -0.978  -0.09
H: 2.440 -1.978 -2.907  0.11
H: 3.545 -3.354 -2.689  0.12
H: 1.582 -4.820 -2.184  0.13
H: 1.581 -4.152 -3.802  0.12
H: -0.169 -3.655 -1.713  0.05
H: 1.898 -2.158 -0.723  0.04
C: -2.515 3.381 -0.822  -0.24
C: -3.531 2.352 -0.368  -0.24
O: -3.210 1.038 -0.810  -0.09
O: -1.502 3.617 0.128  -0.07
H: -3.001 4.312 -1.117  0.12
H: -2.018 3.022 -1.734  0.12
H: -4.525 2.592 -0.759  0.11
H: -3.647 2.378 0.726  0.12
H: -2.289 0.851 -0.541  0.04
H: -1.166 2.748 0.400  0.04
C: 0.071 0.654 -3.512  -0.23
C: -0.628 -0.549 -4.081  -0.23
O: -2.041 -0.490 -3.942  -0.06
O: 0.240 1.747 -4.441  -0.07
H: 1.053 0.431 -3.083  0.08
H: -0.488 1.052 -2.655  0.11
H: -0.258 -1.428 -3.553  0.09
H: -0.346 -0.650 -5.138  0.13
H: -2.376 0.186 -4.540  0.09
H: 1.177 1.812 -4.631  0.07
C: -2.929 -0.382 3.197  -0.19
C: -4.023 -0.954 2.331  -0.17
O: -3.519 -1.972 1.450  -0.13
O: -1.917 -1.342 3.488  -0.17
H: -3.368 0.003 4.118  0.14
H: -2.435 0.434 2.660  0.12
H: -4.605 -0.188 1.842  0.13
H: -4.710 -1.510 2.988  0.13
H: -3.861 -1.849 0.555  0.13
H: -1.289 -0.871 4.110  0.06